The following is a quantum chemistry calculation of a 2-piece molecular cluster, C9H14 overall in a non-equilibrium geometry, from the Open Molecules 2025 dataset.

The geometry in XYZ format:
```
23
Properties=species:S:1:pos:R:3
C -0.1851 -1.1361 2.7832
C 0.4338 -0.0977 1.8870
C -0.3950 0.8700 1.2974
C 0.0924 1.7782 0.3844
C 1.4621 1.7508 0.0905
C 2.3031 0.8508 0.6900
C 1.7804 -0.0786 1.6005
H 0.5469 -1.5499 3.4697
H -0.5616 -1.9700 2.1924
H -1.0078 -0.7299 3.3602
H -1.4538 0.8029 1.5495
H -0.5513 2.5454 -0.0378
H 1.8513 2.5065 -0.5836
H 3.3740 0.8364 0.5298
H 2.4301 -0.8005 2.0718
C -1.2693 -0.4710 -1.9605
C -1.2435 -0.8924 -3.4183
H -1.1854 -1.3300 -1.2735
H -0.3500 0.0640 -1.6909
H -2.1558 0.0513 -1.5883
H -1.4760 -0.0351 -4.0587
H -2.1014 -1.5348 -3.6397
H -0.3379 -1.4301 -3.6553
```

Computed properties:
Net charge: 0
SMILES: Cc1ccccc1.CC
Molar mass, g mol⁻¹: 122.21
LUMO energy, hartree: 0.037
Relative energy (zero: lowest compared OMol25 entry of this formula, charge and spin), eV: 0.2670